[1]
{
  "formula": "C4H7NO",
  "method": "ωB97M-V with the def2-TZVPD basis set",
  "elements": ["C", "C", "C", "C", "O", "N", "H", "H", "H", "H", "H", "H", "H"],
  "xyz": [[-1.5194, -0.4695, 0.5051], [-0.0744, -0.1577, 0.3964], [0.6539, 1.1350, 0.1079], [1.8258, 0.1730, 0.4117], [3.0101, 0.2701, 0.5325], [0.9333, -0.9548, 0.5842], [-1.6890, -1.5483, 0.4810], [-1.8831, -0.0759, 1.4626], [-2.0916, 0.0215, -0.2885], [-0.3352, -0.6692, -2.2838], [0.6032, 1.4907, -0.9279], [0.5020, 1.9677, 0.8023], [0.1050, -1.0860, -1.8478]],
  "forces_ev_per_a": [[0.022, -0.052, -0.006], [-0.127, -0.098, 0.176], [0.048, 0.061, 0.028], [0.736, 0.094, 0.095], [-0.731, -0.086, -0.130], [-0.148, 0.344, 0.053], [0.048, 0.153, 0.022], [0.016, -0.040, -0.130], [0.120, -0.069, 0.101], [0.094, -0.120, -0.031], [-0.020, -0.099, 0.188], [0.067, -0.143, -0.097], [-0.125, 0.056, -0.270]],
  "gap_ha": 0.38600
}


[2]
{
  "formula": "C4H10SSi",
  "method": "ωB97M-V with the def2-TZVPD basis set",
  "elements": ["S", "C", "C", "C", "C", "Si", "H", "H", "H", "H", "H", "H", "H", "H", "H", "H"],
  "xyz": [[-0.2815, -1.9355, -1.0018], [0.4411, -0.6572, 1.7708], [-0.0087, 1.9138, 0.0284], [-1.5472, -0.6557, -0.8566], [1.0468, -0.7209, -1.2301], [-0.0541, 0.0638, 0.0757], [-0.3848, -0.6076, 2.4902], [1.3353, -0.1144, 2.1200], [0.7066, -1.7099, 1.6506], [-0.0602, 2.3240, 1.0239], [-0.8941, 2.1964, -0.5224], [0.8616, 2.2786, -0.5002], [-1.8741, -0.2962, -1.8451], [-2.3609, -0.9315, -0.1720], [1.0406, -0.1362, -2.1226], [2.0337, -1.0115, -0.9089]],
  "forces_ev_per_a": [[-0.070, -2.629, -1.923], [-0.295, 0.172, -0.495], [-0.213, -0.139, 0.272], [0.366, 0.290, 0.947], [-0.719, 0.545, 1.544], [0.755, 1.120, 0.226], [0.328, 0.168, 0.075], [-0.480, -0.040, 0.098], [-0.029, 0.162, 0.016], [0.036, 0.468, 0.321], [-0.256, 0.398, -0.163], [0.266, 0.160, -0.013], [0.069, 0.019, 0.603], [0.140, -0.155, -0.515], [-0.030, -0.145, -1.001], [0.134, -0.396, 0.008]],
  "gap_ha": 0.32870
}


[3]
{
  "formula": "CH2NO4S",
  "method": "ωB97M-V with the def2-TZVPD basis set",
  "elements": ["C", "N", "O", "O", "O", "O", "S", "H", "H"],
  "xyz": [[2.0646, 0.0910, -0.0598], [0.8371, -0.4605, -0.0160], [0.7343, -1.6973, 0.1878], [-2.8657, 0.8155, 1.0558], [-0.2832, 0.2554, -0.0955], [-2.9460, 0.5533, -1.3344], [-2.5882, -0.0434, -0.0447], [2.7336, -0.5852, 0.2755], [2.3134, 1.0713, 0.0313]],
  "forces_ev_per_a": [[-3.191, -1.393, -0.611], [-0.348, 0.888, 0.662], [-0.279, -0.005, -0.304], [-0.025, 0.566, 1.217], [1.537, 0.024, -0.279], [0.521, -0.773, 0.953], [-0.180, -0.025, -2.156], [2.270, -2.106, 0.633], [-0.306, 2.825, -0.115]],
  "total_charge": -1,
  "gap_ha": 0.28111
}


[4]
{
  "formula": "C23H27BN9O5PmS6Sb",
  "method": "ωB97M-V with the def2-TZVPD basis set",
  "elements": ["Pm", "C", "C", "N", "N", "C", "B", "N", "C", "C", "C", "N", "N", "C", "C", "C", "N", "N", "C", "C", "C", "N", "H", "H", "H", "H", "H", "H", "H", "H", "H", "H", "H", "H", "C", "C", "C", "C", "C", "C", "C", "S", "O", "O", "N", "C", "C", "O", "O", "H", "H", "H", "H", "H", "H", "H", "H", "H", "S", "Sb", "S", "S", "S", "C", "S", "C", "O", "H", "H", "H", "H", "H", "H"],
  "xyz": [[0.4455, -0.3705, 0.4449], [1.5601, -1.8857, -3.9464], [1.7719, -1.7804, -2.5653], [0.6466, -1.4654, -1.9442], [-0.3045, -1.3686, -2.8867], [0.2188, -1.6118, -4.1047], [-1.7597, -0.9522, -2.5346], [-1.7756, 0.5436, -2.1774], [-2.1786, 1.6218, -2.8809], [-1.9381, 2.7420, -2.1170], [-1.3671, 2.2486, -0.9404], [-1.2668, 0.9278, -0.9816], [-2.2505, -1.7645, -1.3141], [-3.4490, -2.3647, -1.1739], [-3.4884, -2.9716, 0.0586], [-2.2510, -2.6628, 0.6283], [-1.5123, -1.9329, -0.1977], [-2.6303, -1.3696, -3.7371], [-2.7352, -2.6624, -4.1311], [-3.5531, -2.7082, -5.2342], [-3.9047, -1.3639, -5.4494], [-3.3463, -0.5725, -4.5494], [2.2712, -2.1271, -4.7179], [2.6846, -1.9300, -2.0099], [-0.3840, -1.5824, -4.9975], [-2.6220, 1.5047, -3.8499], [-2.1551, 3.7665, -2.3673], [-1.0501, 2.7945, -0.0670], [-4.2031, -2.3055, -1.9400], [-4.2986, -3.5223, 0.5032], [-1.8859, -2.9286, 1.6023], [-2.2256, -3.4470, -3.5959], [-3.8543, -3.5747, -5.7986], [-4.5355, -0.9432, -6.2172], [1.9600, 6.1624, 3.0689], [2.3030, 4.9816, 2.1993], [1.7133, 4.8489, 0.9462], [1.9255, 3.7183, 0.1775], [2.7331, 2.7030, 0.6646], [3.3649, 2.8396, 1.8888], [3.1618, 3.9827, 2.6449], [2.8315, 1.1215, -0.1791], [4.0425, 1.0985, -0.9741], [1.5846, 1.0936, -0.9744], [2.7488, 0.0704, 0.9731], [3.6996, -1.0311, 0.9704], [2.9927, -2.4042, 0.8608], [3.6934, -3.4116, 0.9920], [1.7350, -2.3767, 0.6504], [0.8776, 6.2945, 3.0952], [2.4069, 7.0821, 2.6826], [2.3146, 6.0041, 4.0871], [1.0236, 5.6126, 0.6044], [1.4330, 3.5934, -0.7784], [3.9663, 2.0200, 2.2611], [3.6278, 4.0783, 3.6192], [4.2929, -1.0429, 1.8890], [4.3985, -0.9494, 0.1340], [-2.5814, -0.0965, 4.6644], [-2.2284, 1.2297, 2.7839], [-3.7446, 0.5568, 1.1639], [0.0192, 1.6953, 2.1400], [-3.0126, 3.3572, 3.3951], [0.3683, -1.9216, 5.0993], [-0.5095, -2.3033, 3.5612], [0.5383, -3.7428, 3.1112], [-0.0981, -1.2368, 2.5875], [1.4394, -1.8883, 4.9040], [0.1108, -2.7016, 5.8176], [-0.0105, -0.9623, 5.4392], [-0.0557, -4.6492, 3.2355], [1.4405, -3.7972, 3.7176], [0.8202, -3.6094, 2.0665]],
  "forces_ev_per_a": [[-1.525, -1.988, 0.039], [-0.032, -0.008, -0.029], [0.032, -0.067, -0.062], [0.077, 0.117, -0.085], [-0.044, -0.132, -0.181], [0.080, -0.006, -0.052], [0.220, 0.210, 0.293], [-0.234, 0.055, -0.235], [0.024, -0.007, 0.135], [0.022, -0.016, -0.079], [-0.089, 0.061, -0.104], [0.100, 0.204, -0.351], [-0.070, -0.054, -0.093], [-0.079, 0.002, 0.102], [0.015, -0.056, 0.033], [-0.003, 0.031, -0.174], [-0.278, -0.222, 0.165], [-0.025, -0.271, -0.092], [-0.013, 0.029, -0.035], [-0.006, -0.044, -0.036], [0.057, -0.014, 0.063], [-0.059, 0.258, -0.030], [0.017, -0.001, 0.030], [-0.043, 0.043, 0.070], [-0.043, 0.020, 0.054], [-0.056, -0.043, -0.066], [-0.025, -0.016, 0.011], [0.070, -0.108, 0.059], [0.057, 0.008, -0.033], [-0.021, 0.036, -0.016], [-0.019, 0.016, 0.029], [0.004, 0.024, 0.004], [0.023, -0.009, 0.027], [-0.003, 0.024, 0.014], [0.066, -0.088, -0.089], [-0.004, 0.028, -0.001], [0.031, -0.014, 0.044], [0.056, -0.013, -0.198], [-0.010, -0.248, 0.031], [0.065, -0.042, -0.055], [-0.050, 0.049, -0.045], [1.368, 1.048, 0.120], [-0.097, -0.047, 0.033], [0.495, 0.359, -0.016], [0.384, 0.448, -0.708], [-0.131, -0.315, -0.026], [0.392, -0.044, 0.170], [-0.099, 0.075, 0.014], [0.096, 0.152, -0.194], [0.011, 0.045, 0.060], [-0.015, 0.016, 0.031], [-0.017, 0.059, 0.016], [0.008, -0.013, -0.047], [-0.081, -0.037, 0.057], [-0.033, 0.010, 0.057], [-0.016, -0.041, 0.012], [-0.045, 0.013, 0.013], [0.061, -0.057, 0.058], [0.376, 0.341, -0.187], [-0.089, -1.038, 0.224], [0.331, 0.512, 0.317], [-0.789, 0.805, 0.747], [-0.330, 0.549, -0.104], [-0.260, 0.112, -0.251], [0.748, -0.505, 0.360], [-0.296, 0.033, 0.121], [-0.163, -0.310, 0.180], [-0.029, -0.018, -0.054], [0.046, -0.026, -0.020], [-0.089, 0.057, -0.015], [0.002, 0.003, 0.039], [0.002, 0.053, -0.035], [-0.027, 0.016, -0.037]],
  "total_charge": -2,
  "gap_ha": [0.23430, 0.19174],
  "spin_multiplicity": 6,
  "s_squared": 8.763
}


[5]
{
  "formula": "C4H3NO3",
  "method": "ωB97M-V with the def2-TZVPD basis set",
  "elements": ["O", "C", "O", "N", "C", "C", "O", "C", "H", "H", "H"],
  "xyz": [[1.2431, 0.1843, 1.8603], [0.3800, -0.0767, 1.0997], [-1.0092, 0.7859, 0.9398], [-1.5601, 1.0209, -0.3670], [-0.9784, 0.5197, -1.3545], [0.3037, -0.2675, -1.1920], [1.2762, -1.2066, -1.0082], [0.2446, -0.9970, 0.0479], [-1.5347, 0.9495, -2.3773], [1.0612, 0.6605, -1.0355], [-0.3860, -1.9356, 0.0395]],
  "forces_ev_per_a": [[-1.375, 0.244, -0.308], [-0.746, 2.307, 1.235], [1.885, -1.035, 0.010], [0.771, -0.124, 2.448], [-2.074, -0.153, -5.773], [1.013, 6.517, 1.747], [-0.170, -3.469, -0.060], [0.485, -3.584, -2.088], [1.870, -1.568, 2.532], [-2.013, -0.765, -0.207], [0.354, 1.631, 0.464]],
  "gap_ha": 0.38409,
  "smiles": "O=C1ON=C[C@@H]2O[C@@H]12"
}


[6]
{
  "formula": "C4H9NO2",
  "method": "ωB97M-V with the def2-TZVPD basis set",
  "elements": ["O", "C", "N", "C", "C", "C", "O", "H", "H", "H", "H", "H", "H", "H", "H", "H"],
  "xyz": [[2.9602, -1.1996, -0.6917], [1.8489, -0.6193, -0.5977], [0.6086, -1.0604, -0.9336], [-0.6887, -0.6743, -0.3236], [-0.7671, 0.8436, -0.2660], [-1.8469, 1.4167, 0.6345], [-1.4740, 0.9688, 1.9520], [1.8154, 0.5160, -0.3811], [0.7501, -1.7029, -1.7619], [-1.4233, -1.1540, -1.0480], [-0.7232, -1.0844, 0.6745], [-0.9823, 1.1323, -1.3197], [0.1706, 1.2437, 0.0949], [-1.8857, 2.4608, 0.7909], [-2.7990, 1.0853, 0.2990], [-2.3489, 0.9729, 2.4214]],
  "forces_ev_per_a": [[-3.466, 1.114, -0.138], [2.639, 1.574, 0.143], [1.397, -1.718, -1.758], [0.569, -0.538, -1.528], [-1.031, 0.783, -1.328], [1.637, -1.205, 0.690], [-2.367, -0.557, 0.758], [0.441, -1.566, 0.520], [-1.166, 0.440, 1.768], [0.420, 0.765, 1.391], [-0.356, -0.374, 0.143], [0.536, 0.391, 0.640], [0.144, 0.143, -0.213], [0.197, 1.473, -1.059], [-1.118, -0.568, 0.020], [1.523, -0.157, -0.050]],
  "gap_ha": 0.37471,
  "smiles": "O=CNCCCO"
}


Number 1: calculated total energy -7797.0937 eV. Number 2: calculated total energy -23022.6507 eV. Number 3: calculated total energy -21582.3452 eV. Number 4: calculated total energy -136726.5222 eV. Number 5: calculated total energy -11821.5605 eV. Number 6: calculated total energy -9877.6995 eV.